Molecular formula: C66H184N14O19
Method: DFT, wB97M-V/def2-TZVPD

```
283
Properties=species:S:1:pos:R:3:forces:R:3
O 3.6626 14.1175 -4.7095 -0.51 0.12 -1.88
O 6.7974 23.0648 -5.6691 1.19 0.83 -0.77
O 5.6372 21.4388 5.1518 1.70 -0.94 3.84
O 6.8877 14.0575 1.8972 0.35 0.44 0.93
O 13.7447 19.1682 -2.8650 0.61 -0.18 0.09
O 2.5219 15.1715 1.3557 -1.03 -0.47 0.39
O 6.7165 25.5217 -0.8549 0.56 -0.92 -1.69
O 5.8083 18.1274 -1.7154 -0.60 -0.60 -1.49
O 2.1796 24.3636 -3.7865 2.21 0.03 0.48
O 8.1485 29.2867 -5.3741 -0.26 -1.05 1.34
O 5.6525 17.8107 -6.2673 -0.05 0.10 0.32
O 0.5989 21.6147 2.3237 -0.30 0.56 0.14
O 0.8184 18.1776 -3.4775 0.41 -0.91 -0.05
O 8.6396 14.9834 -2.7270 -0.85 1.66 -1.91
O 10.5148 22.6710 -2.2223 0.61 0.20 0.59
O 0.5920 17.8061 5.8752 -1.40 0.22 -0.50
O 12.2835 18.7400 -9.6288 -0.75 -0.13 -1.28
O 8.8828 20.7760 2.8588 -3.03 -1.80 0.57
O 6.9242 11.5067 0.4873 0.73 0.58 -0.07
N 3.9384 25.1638 -1.7029 -0.74 -0.76 0.24
N 6.6920 25.7699 -4.6322 0.08 0.98 0.53
N 7.6757 18.2098 2.0397 0.91 0.02 0.56
N 3.0703 16.6846 -6.1530 -0.70 0.84 1.07
N -1.8808 20.1883 -0.0911 -1.06 -1.71 1.12
N 10.1182 21.4119 -5.0512 -0.01 -2.04 1.29
N 9.8826 14.6659 0.6138 0.72 -0.46 1.70
N 3.8145 19.4207 6.6115 0.69 -0.47 1.35
N 7.2450 23.1130 8.1129 0.17 1.45 0.52
N 5.8369 16.6546 0.5835 -0.81 -0.63 -0.22
N 10.3087 19.8698 -7.6703 -0.16 -0.31 -0.03
N 15.1456 22.3262 -4.0865 0.19 -0.69 -0.43
N 10.4836 25.2251 -0.5485 -0.15 -0.51 0.20
N 3.9549 17.8976 -8.8569 -0.42 0.15 -0.84
C 3.1969 18.0480 4.6517 -0.48 0.59 -0.08
C 11.0601 18.6164 -7.5185 0.94 0.84 -0.40
C 9.2091 26.8151 -1.8550 -0.33 0.19 0.68
C 9.6440 23.0244 -6.6824 0.07 2.43 -0.51
C 11.1649 14.1125 -1.4339 -0.93 -0.06 -0.20
C 8.4860 19.7451 3.8139 -0.69 -0.64 -0.47
C 7.0486 22.0947 7.1513 -1.63 -2.69 -0.52
C 12.7039 18.2878 -3.2299 0.22 0.34 -0.35
C 6.2770 20.3472 -2.4295 0.59 0.26 1.03
C 0.9695 24.2256 -4.4226 -1.63 -0.40 0.89
C 10.5801 21.3861 -1.5728 -1.53 0.23 -0.57
C 3.6644 23.0713 -0.4843 -0.25 0.08 -0.30
C 8.7636 16.3639 -3.2217 0.12 -0.65 0.73
C 6.3279 26.2628 0.2450 -0.13 -0.66 1.19
C 7.2942 18.8647 3.2807 0.27 1.78 0.58
C 5.9532 22.4702 6.1342 -0.39 0.23 -1.06
C 5.4138 22.7618 -5.5184 0.67 -0.72 0.60
C 5.9791 17.5549 -10.0751 0.41 0.72 0.11
C 10.3873 17.6927 -6.5390 -0.14 -0.28 -0.01
C 2.2707 23.6353 -2.5594 -0.12 -0.52 -0.21
C 10.0024 14.9414 -0.7859 1.41 0.01 0.25
C 5.8803 10.9372 -0.2763 -1.63 -0.58 1.29
C 2.5979 19.0519 -5.7816 -0.11 -0.60 1.43
C 6.5029 13.8002 4.3329 0.25 -0.45 -0.52
C 3.8598 17.9524 1.1101 0.26 -0.33 1.05
C 14.5953 21.7668 -1.8978 -0.51 -0.02 2.11
C 9.4966 29.2319 -4.8160 -0.74 -0.67 -1.16
C 7.7486 21.9930 -5.4800 -1.81 -0.56 0.95
C -0.2258 18.8343 5.3049 0.43 -0.62 -0.42
C 6.0725 18.1916 -7.5615 -0.29 0.20 -0.72
C 5.3225 17.4615 -8.7057 0.50 -0.53 1.59
C 12.5395 18.2300 -10.9890 0.58 -0.71 1.42
C 4.7615 15.3317 -3.0900 0.72 0.50 0.33
C 1.6714 18.2660 6.6459 -0.31 -0.33 -0.36
C 4.5684 16.6378 1.2927 -0.77 -1.17 -0.89
C 7.9615 24.8106 -0.7972 0.35 1.37 0.43
C 7.2307 28.2752 -4.8422 -0.22 -0.67 -0.19
C 13.9630 20.2498 -3.7357 0.57 0.71 0.18
C -0.6114 20.6612 0.3964 1.43 0.96 -2.19
C 8.6148 14.7835 -1.3453 1.09 -0.05 -1.04
C 7.5199 13.8782 3.1852 -0.68 0.54 0.10
C 15.0478 21.1846 -3.1581 -0.85 0.17 -1.11
C 2.7295 18.9219 5.7985 0.46 1.08 -0.83
C 1.6056 18.1971 -2.2998 0.06 0.71 0.14
C 6.7626 17.8635 4.3244 0.67 0.92 -0.37
C 5.2094 21.8745 3.9646 -0.15 0.34 -2.53
C 6.3606 18.5218 -5.2598 0.04 -0.63 0.48
C 3.7198 15.4677 0.7214 0.61 -0.06 -0.60
C 1.8134 20.9696 2.0770 -0.03 -0.76 -0.10
C 2.6642 17.6608 -5.0744 -0.38 -0.35 -1.59
C 9.8217 21.6240 3.3498 2.51 0.46 0.30
C -0.2102 21.8145 -0.5607 0.99 -0.03 0.64
C 9.1459 25.8494 -0.6400 0.76 -0.85 -1.02
C 4.8026 11.9923 -0.5700 1.18 0.01 -0.71
C 6.6190 20.7683 7.8419 0.99 0.24 0.07
C 6.0983 19.3682 -1.2261 0.40 1.93 -0.90
C 3.6255 23.7270 -1.8860 0.51 1.42 0.96
C 11.3198 17.9843 -8.8826 0.59 -0.84 -0.11
C 1.3335 17.1978 -4.4086 0.48 1.04 -0.51
C 7.5793 26.6027 -6.7085 1.14 -0.20 -0.72
C -0.6057 21.0435 1.8767 -0.99 0.58 -0.92
C 10.1433 21.5381 -0.1196 0.41 0.56 -0.07
C 9.1843 22.4541 -5.3767 0.35 0.40 -0.77
C 2.6148 14.4942 2.5830 -0.32 0.90 1.07
C 7.5873 26.7952 -5.2137 -0.40 0.39 0.24
C 4.3205 13.9458 -3.4865 -0.77 0.82 0.04
H 7.4102 21.5038 -4.5666 0.42 -0.24 0.31
H 7.9726 24.0521 -0.0145 -0.08 0.27 0.84
H 13.2721 17.4311 -10.8739 0.11 -0.22 0.00
H 5.8480 12.9367 4.2166 -0.01 -0.02 0.26
H 2.9645 23.5599 0.1936 -0.36 -0.06 -0.15
H 5.1750 21.9422 -6.1962 -0.38 -0.19 0.15
H 7.0073 28.3867 -3.7812 1.03 0.03 0.58
H 3.7182 18.1662 0.0507 -0.23 0.01 0.05
H 15.8557 22.9687 -3.7655 0.06 0.14 0.11
H 3.9858 17.0555 -6.3639 0.22 -0.39 -0.24
H 4.8721 25.1746 -1.3179 0.19 0.39 -0.48
H 6.2697 19.6080 -5.2566 -0.18 0.10 -0.70
H 9.6940 22.4163 -7.5856 -0.32 -0.54 0.49
H 1.6211 14.2630 2.9665 -0.22 -0.07 -0.52
H 10.2297 18.1350 -5.5553 -0.22 0.47 -0.21
H 8.4372 17.6079 2.3190 0.17 -0.91 -0.04
H 11.0876 21.6955 -5.0476 0.04 0.82 0.06
H 0.1027 19.8502 0.2536 0.60 -0.01 0.11
H 9.2713 19.0084 3.9836 0.76 0.13 -0.15
H 12.0334 18.8719 -7.0995 0.22 0.15 -0.06
H 7.5638 17.1887 4.6258 -0.09 -0.50 -0.30
H 3.2027 13.3148 -4.9660 0.03 -0.07 0.02
H 3.5933 19.3620 -6.0997 0.06 -0.15 -0.06
H 2.3470 19.8420 5.3568 -0.99 -0.14 -0.51
H 8.1396 22.9622 8.5568 0.03 -0.29 0.47
H 8.4240 27.1676 -7.1029 -0.11 0.22 -0.34
H 7.1331 17.9501 -7.6310 0.34 0.30 -0.25
H 2.0213 17.3347 7.0912 0.44 0.31 0.42
H 8.5902 26.6205 -4.8241 0.41 0.03 -0.27
H 6.9937 17.1618 -10.1397 0.04 -0.11 0.29
H 4.8329 16.3991 2.3228 -0.71 0.21 0.55
H 7.0419 13.2314 1.4333 -0.30 -0.29 -0.48
H 9.8036 16.6838 -3.2856 0.34 -0.33 -0.07
H 2.0787 20.8440 1.0273 -0.10 0.44 -0.32
H 6.7530 25.8296 -3.6258 -0.29 0.34 0.55
H 10.5969 24.4939 -1.2360 -0.09 0.19 -0.99
H 6.5021 19.5682 3.0240 -0.20 0.01 0.06
H 4.0534 11.5728 -1.2414 0.05 0.11 -0.04
H 7.1985 20.1830 -2.9881 -0.03 -0.64 -0.08
H 5.3111 15.8051 -3.9036 0.15 -0.19 -0.20
H 3.9616 16.0391 -2.8714 -0.34 -0.35 0.08
H 2.3496 17.9112 3.9798 -0.13 -0.51 0.13
H 10.0844 27.4636 -1.8920 0.42 -0.43 0.49
H 1.1588 18.8524 -1.5521 -0.51 -0.06 -0.11
H 5.4426 10.1686 0.3607 -0.32 -0.27 0.05
H 7.7919 25.5665 -6.9718 -0.01 -0.16 0.23
H 5.8898 17.3833 3.8819 0.24 -0.35 0.31
H 5.6231 17.5580 -0.9650 0.21 -1.06 0.68
H 4.6239 23.2015 0.0162 0.35 0.14 -0.37
H 9.6772 13.6869 0.7533 0.19 -0.36 -0.04
H 8.1129 14.7402 3.4911 0.38 0.29 -0.79
H 14.3189 20.9883 -1.1867 0.04 -0.09 0.10
H 1.2959 18.9724 7.3863 0.13 0.04 0.45
H -1.0021 20.2392 2.4964 0.54 -0.60 0.16
H -1.3795 21.8032 1.9874 0.14 0.38 0.08
H 6.2794 23.3661 5.6060 0.17 0.17 -0.34
H 9.2195 26.2492 -2.7865 -0.32 0.01 -0.03
H 6.2011 15.7543 0.8608 0.81 -0.36 -0.43
H 3.3675 17.7944 -8.0418 0.29 -0.05 0.49
H 10.0062 22.4718 2.6901 -0.27 -0.19 -0.32
H 0.7521 22.2257 -0.2556 -0.24 0.62 0.44
H 2.5817 18.6543 -2.4618 0.35 -0.20 -0.24
H 9.7170 22.0621 4.3424 -0.80 -0.24 0.34
H 7.0221 27.0659 0.4922 -0.27 0.28 -0.08
H 7.0416 13.7912 5.2804 -0.02 -0.37 0.08
H 3.5913 17.0971 5.0100 0.16 0.00 -0.21
H 0.7717 23.1875 -4.6897 0.10 -0.19 -0.51
H 10.0388 30.0859 -5.2221 -0.25 0.17 0.32
H 8.2045 13.0406 3.0517 -0.08 -0.22 0.68
H 10.7452 22.4896 -3.1365 -0.13 0.03 -0.22
H 2.0834 22.5707 -2.7001 -0.28 -0.32 -0.46
H 5.7786 20.8420 8.5321 -0.42 0.33 -0.54
H 4.3116 14.5570 0.6280 0.51 -0.08 0.39
H 5.8669 19.2605 -7.6194 0.40 0.37 -0.47
H 6.6851 26.8420 -7.2841 -0.23 0.38 0.55
H 9.5771 29.1438 -3.7325 -0.46 0.41 0.13
H 0.3046 19.2680 4.4572 0.04 0.52 0.09
H 9.4328 17.4058 -6.9803 -0.18 -0.40 0.35
H 5.8917 14.7018 4.3735 -0.04 0.06 -0.33
H 6.0159 18.6123 -10.3372 0.06 0.10 -0.17
H 8.4067 27.5515 -1.8095 -0.50 -0.37 -0.35
H 7.4052 20.4269 8.5153 0.40 -0.06 -0.15
H 3.4559 17.7264 -4.3281 0.03 0.00 0.28
H 8.0264 24.1624 -1.6711 0.13 0.61 -0.57
H 15.4667 21.9778 -4.9786 0.12 0.13 -0.36
H 2.2892 19.7389 -4.9937 -0.26 0.42 -0.29
H 11.0445 13.0383 -1.2936 -0.28 -0.15 -0.02
H 3.8888 18.6237 4.0371 0.51 -0.23 0.17
H 3.4133 15.6463 -0.3092 0.21 0.62 -0.18
H 4.7204 23.5903 -5.6629 0.74 0.43 -0.56
H 1.9309 19.0866 -6.6430 -0.15 -0.12 0.18
H 13.7006 22.3651 -2.0697 0.07 0.21 0.00
H 5.1666 13.2773 -3.6452 0.01 -0.25 0.60
H 3.4896 21.9955 -0.4980 -0.21 -0.07 -0.14
H 13.0422 20.8083 -3.9038 -0.28 0.27 0.23
H 4.9720 22.7275 6.5332 0.17 0.10 0.88
H 7.4125 18.2402 -5.3078 0.31 0.23 -0.09
H 10.8460 20.5355 -8.2072 0.46 0.10 0.01
H 10.0068 28.3540 -5.2123 0.08 -0.20 -0.08
H 6.2037 28.4214 -5.1769 0.20 0.57 -1.04
H 11.7002 17.7612 -11.5028 -0.49 0.41 0.29
H 11.0127 16.8299 -6.3099 -0.12 -0.28 -0.43
H 13.0255 18.9470 -11.6507 -0.39 0.53 0.50
H 3.9197 25.5407 -2.6397 0.36 0.51 -0.04
H 7.4250 23.9713 7.6119 -0.24 0.54 -0.05
H 10.7298 21.0222 3.3850 0.78 0.38 0.22
H 8.2931 17.1275 -2.6023 -0.45 -0.33 0.44
H 3.2572 15.7849 -5.7339 -0.06 -0.27 0.14
H 6.4818 20.0003 7.0808 -0.24 -0.04 0.22
H 5.2510 22.5235 -4.4673 -0.17 -0.69 0.11
H 5.4007 17.0675 -10.8599 -0.19 -0.11 0.22
H 0.7873 24.9130 -5.2486 0.70 -0.10 -0.06
H 9.5586 19.6501 -8.3100 -0.64 0.06 0.03
H 8.2085 18.8840 1.5090 -0.24 0.55 -0.54
H 3.1970 13.5740 2.6328 0.33 -0.02 -0.58
H 9.0329 23.8933 -6.9270 -0.06 0.11 -0.24
H 7.9179 15.4205 -0.8007 -0.17 0.29 -0.11
H 2.9393 17.8841 1.6898 -0.25 0.42 -0.34
H 5.4425 20.4019 -3.1286 -0.16 -0.37 0.20
H 8.3178 13.7456 -1.1947 -0.20 -0.16 -0.01
H -1.1279 18.4028 4.8711 0.06 -0.41 0.26
H -1.9099 19.9549 -1.0734 0.50 1.03 -0.63
H 8.2504 20.1395 4.8024 -0.18 0.53 -0.09
H 0.0512 21.5388 -1.5823 -0.52 -0.79 -0.10
H 11.6461 16.9547 -8.7359 0.64 -0.24 0.11
H 1.7916 19.9401 2.4344 0.14 -0.20 0.53
H 4.2986 12.4890 0.2591 0.21 -0.67 0.42
H 5.2896 26.5634 0.1049 0.25 0.52 -0.26
H 12.6334 17.4646 -2.5189 0.15 0.23 0.18
H -0.9996 22.5621 -0.6396 0.12 0.15 0.32
H 7.1326 24.8760 -4.7959 -0.18 -0.33 -0.58
H 4.9825 21.0001 3.3547 -0.25 -0.13 -0.02
H 0.5954 17.0290 -5.1927 -0.16 0.40 -0.01
H 2.5888 21.5525 2.5741 -0.05 -0.15 0.01
H 11.1878 14.3072 -2.5061 -0.21 -0.09 -0.08
H 3.4192 20.0754 7.2712 -0.10 -0.05 0.49
H 1.7397 17.2174 -1.8413 -0.04 -0.28 -0.11
H 1.4454 16.2250 -3.9299 0.31 -0.08 0.33
H -1.8114 19.2256 0.2065 -1.12 -0.57 0.74
H 9.0946 21.8283 -0.0555 -0.15 -0.26 -0.20
H 9.2672 23.1768 -4.5649 -0.25 0.49 -0.17
H 9.7928 20.8567 -2.1095 0.14 -0.87 0.16
H 10.6435 23.4237 -6.5102 0.21 0.06 -0.19
H 6.3914 17.3157 1.1084 0.67 0.28 -0.12
H 6.9950 19.3267 -0.6078 0.51 0.26 -0.02
H 12.1756 14.3271 -1.0869 -0.27 0.45 0.50
H 4.4769 20.0042 6.1208 0.06 -0.20 -0.66
H 0.2057 24.4533 -3.6791 -0.60 0.16 0.06
H 11.5323 20.9026 -1.7912 0.19 0.02 0.54
H 6.0479 22.3442 3.4503 -0.14 0.68 -0.40
H 9.0820 15.1111 1.0392 -0.16 0.40 -0.14
H 11.7665 18.8435 -3.2542 -0.33 -0.10 -0.13
H 5.3337 19.7609 -0.5558 -0.44 0.10 0.01
H 6.4427 21.3639 -2.0731 -0.25 0.22 0.33
H 10.3028 20.6674 0.5165 0.03 -0.12 -0.27
H 15.9779 20.6275 -3.0458 0.12 -0.16 0.00
H 6.2397 10.3745 -1.1379 0.11 0.61 -0.45
H 10.3850 15.9578 -0.8789 -0.46 0.43 -0.08
H 14.3396 20.0489 -4.7386 -0.12 -1.10 -0.31
H 7.6616 21.2302 -6.2537 -0.05 0.02 -0.48
H 4.3110 22.4916 3.9844 -0.05 0.38 0.11
H -0.5487 19.5855 6.0257 0.28 0.14 0.16
H 10.1441 20.7335 -5.7989 -0.43 -0.43 -0.31
H 2.9856 15.2013 3.3250 0.48 -0.11 0.30
H 12.9207 17.8568 -4.2073 -0.19 -0.08 -0.26
H 3.6167 17.1514 -9.4476 -0.80 0.24 -0.49
H 6.2730 25.5700 1.0847 0.18 0.05 0.65
H 9.0294 26.4014 0.2926 -0.22 0.07 -0.09
H 8.3194 16.4757 -4.2108 -0.04 -0.59 0.05
H 5.3486 12.7974 -1.0617 -0.27 0.19 -0.43
H 5.3200 16.4240 -8.3715 0.27 -0.52 0.00
H 10.6592 22.3786 0.3446 0.38 -0.06 0.03
H 5.4377 15.3453 -2.2353 0.00 -0.16 0.13
H 7.9786 21.8956 6.6187 0.02 -0.22 -0.54
H 4.4574 23.3325 -2.4694 -0.32 -0.72 -0.47
H 10.3924 17.8122 -9.4289 -0.42 0.61 -0.29
H 3.4977 13.5995 -2.8610 0.77 -0.55 0.98
H 4.5172 18.6955 1.5614 -0.20 0.50 -0.08
H 6.0097 18.2288 -4.2703 -0.25 -0.37 -0.13
H 7.5602 10.8153 0.6849 0.09 0.00 0.04
H 1.4938 23.9937 -1.8841 -0.06 0.23 0.25
H 15.3656 22.3648 -1.4109 -0.02 0.22 -0.06
H 6.4850 18.3576 5.2554 -0.31 0.22 -0.15
H 10.5765 24.6189 0.2539 -0.24 0.37 0.86
```
Forces are in eV/Å.

Summary:
- LUMO energy (Ha) = 0.0046
- total charge = 0
- F_max (hartree/bohr) = 0.08366
- HOMO-LUMO gap (eV) = 8.69
- ΔE to the lowest compared entry with this formula, charge and spin (kcal/mol) = 35.0